Density functional theory data (ωB97M-V/def2-TZVPD) for C53H62CsNO8 as an isolated structure.

CARTESIAN COORDINATES (ANGSTROEM)
Cs: -2.543 -1.246 0.289
C: -2.966 -0.320 4.173
O: -2.063 -0.637 3.140
C: -0.847 0.010 3.018
C: -0.733 1.407 2.970
C: -1.891 2.402 2.879
C: -1.847 3.145 1.556
C: -1.272 4.388 1.406
C: -1.117 4.999 0.153
C: -1.519 4.256 -0.956
C: -2.073 2.984 -0.865
C: -2.286 2.115 -2.099
C: -0.981 1.440 -2.542
C: 0.125 2.252 -2.781
C: 1.403 1.752 -2.987
C: 1.572 0.375 -2.900
C: 0.500 -0.485 -2.704
C: 0.776 -1.971 -2.565
C: 1.340 -2.468 -1.233
C: 2.233 -3.526 -1.179
C: 2.582 -4.152 0.022
C: 1.932 -3.710 1.183
C: 1.031 -2.662 1.189
C: 0.231 -2.281 2.429
C: 0.269 -0.793 2.753
C: 1.515 -0.184 2.654
C: 1.685 1.188 2.724
C: 0.539 1.956 2.862
C: 3.029 1.864 2.465
C: 2.961 2.528 1.082
C: 4.187 0.865 2.466
C: 3.312 2.927 3.534
C: 0.787 -1.943 -0.029
O: 0.048 -0.909 -0.045
C: 3.590 -5.300 0.112
C: 4.738 -4.917 1.059
C: 2.904 -6.566 0.647
C: 4.201 -5.640 -1.249
C: -0.789 0.060 -2.631
O: -1.846 -0.817 -2.472
C: -2.768 -0.981 -3.527
C: 2.544 2.722 -3.297
C: 2.639 3.800 -2.208
C: 3.897 2.014 -3.387
C: 2.268 3.398 -4.649
C: -2.367 2.436 0.422
O: -3.006 1.348 0.600
C: -0.469 6.378 0.051
C: -0.374 6.870 -1.395
C: -1.292 7.408 0.843
C: 0.956 6.332 0.626
H: -2.487 0.254 4.971
H: -3.331 -1.262 4.588
H: -3.814 0.248 3.785
H: -1.806 3.121 3.701
H: -2.851 1.900 2.950
H: -0.905 4.900 2.296
H: -1.376 4.675 -1.947
H: -2.651 2.746 -2.918
H: -3.065 1.383 -1.882
H: -0.025 3.324 -2.754
H: 2.560 -0.066 -2.960
H: 1.476 -2.264 -3.354
H: -0.156 -2.512 -2.750
H: 2.652 -3.889 -2.113
H: 2.128 -4.224 2.123
H: 0.644 -2.851 3.271
H: -0.806 -2.619 2.340
H: 2.353 -0.833 2.429
H: 0.603 3.037 2.793
H: 2.727 1.777 0.323
H: 3.914 3.005 0.830
H: 2.171 3.282 1.046
H: 4.089 0.137 1.660
H: 4.240 0.326 3.415
H: 5.129 1.402 2.322
H: 2.531 3.688 3.561
H: 4.264 3.426 3.329
H: 3.368 2.463 4.522
H: 4.363 -4.681 2.056
H: 5.255 -4.032 0.680
H: 5.462 -5.734 1.148
H: 2.469 -6.392 1.632
H: 3.614 -7.397 0.728
H: 2.095 -6.860 -0.025
H: 4.714 -4.776 -1.676
H: 3.432 -5.967 -1.952
H: 4.927 -6.450 -1.138
H: -2.272 -1.347 -4.434
H: -3.280 -0.046 -3.776
H: -3.497 -1.712 -3.181
H: 2.854 3.346 -1.241
H: 1.705 4.356 -2.111
H: 3.436 4.512 -2.445
H: 4.154 1.529 -2.443
H: 4.677 2.745 -3.618
H: 3.895 1.258 -4.175
H: 1.324 3.944 -4.627
H: 2.204 2.646 -5.439
H: 3.069 4.101 -4.897
H: -1.362 6.934 -1.854
H: 0.248 6.207 -2.001
H: 0.079 7.866 -1.414
H: -2.302 7.472 0.430
H: -0.829 8.399 0.796
H: -1.378 7.117 1.890
H: 1.564 5.618 0.067
H: 0.947 6.017 1.671
H: 1.432 7.317 0.570
O: -5.962 -2.268 -0.009
C: -6.583 -3.307 0.050
C: -6.096 -4.677 0.162
C: -7.066 -5.660 0.173
C: -6.762 -7.009 0.263
C: -5.399 -7.405 0.347
C: -4.417 -6.475 0.342
C: -4.677 -5.038 0.254
O: -3.751 -4.223 0.265
N: -7.794 -7.977 0.269
O: -7.489 -9.169 0.346
O: -8.968 -7.611 0.190
H: -7.699 -3.262 0.015
H: -8.109 -5.368 0.107
H: -5.174 -8.461 0.414
H: -3.375 -6.763 0.406

Atoms 1-3, force components in eV/Å:
Cs -1.09 -0.93 0.09
C 0.10 0.14 0.13
O 0.12 -0.23 -0.12

Properties
Energy above the lowest of the compared OMol25 structures with the same formula, charge and spin   8.4 kcal per mole
Total charge   -2
Orbital gap   0.203 hartree
Energy   -2733.67493 Eh
Highest occupied orbital energy   -1.883 eV

These are the Löwdin partial charges, in e, on atoms 1 to 5: Cs 1.430; C -0.080; O -0.231; C -0.208; C -0.099